[1]
Formula: C15H27GeN5O2SSeV
Source: the OMol25 dataset
Level of theory: ωB97M-V with the def2-TZVPD basis set

Atoms and positions in Å:
V  0.05066  0.56498  -0.36398
N  -2.30927  0.21202  3.33236
C  -1.51351  0.04365  2.24691
S  -0.56192  1.44557  1.76851
N  -1.50993  -1.12304  1.67963
N  -0.61651  -1.19070  0.58788
C  -0.34023  -2.39805  0.24238
C  0.58196  -2.76897  -0.81735
C  0.75753  -4.12709  -1.10283
C  1.64999  -4.52915  -2.08062
C  2.38285  -3.57156  -2.77550
C  2.23467  -2.21807  -2.50662
C  1.33208  -1.82914  -1.52784
O  1.19654  -0.49566  -1.27122
H  -2.15163  0.99559  3.93853
H  -2.69871  -0.62276  3.74057
H  -0.81813  -3.20017  0.80074
H  0.18660  -4.86092  -0.54806
H  1.77885  -5.57948  -2.29809
H  3.08547  -3.88169  -3.53787
H  2.80546  -1.47226  -3.04021
C  -5.47731  -0.19162  1.07830
Ge  -5.22724  -0.18289  -0.84063
C  -5.63645  1.55662  -1.59655
C  -6.27000  -1.57228  -1.70078
C  -3.33150  -0.63056  -1.20797
Se  -2.13497  0.87483  -1.56152
C  -1.54348  0.36770  -3.34716
H  -6.45642  0.21036  1.33831
H  -4.71751  0.41567  1.57193
H  -5.40955  -1.20609  1.47178
H  -6.70887  1.73714  -1.51883
H  -5.36177  1.61748  -2.65004
H  -5.11934  2.35456  -1.06355
H  -7.33251  -1.41653  -1.51700
H  -5.99974  -2.55585  -1.31606
H  -6.10701  -1.56910  -2.77864
H  -3.27597  -1.24164  -2.11036
H  -2.90240  -1.19838  -0.38596
H  -2.42075  0.36312  -3.98939
H  -1.06951  -0.61024  -3.32279
H  -0.84004  1.12398  -3.68725
C  2.66684  3.71993  -2.28456
N  1.55300  4.35680  -1.59563
C  0.61136  3.64501  -0.97290
N  -0.37695  4.27303  -0.30762
O  0.63284  2.38444  -1.05951
H  3.16901  4.47723  -2.87948
H  2.29771  2.93942  -2.94571
H  3.37466  3.28359  -1.57999
H  1.56351  5.35408  -1.47429
H  -0.35315  5.26245  -0.12777
H  -0.99752  3.70064  0.24525

The highest occupied orbital energy (spin up / spin down) is -10.839 / -10.984 eV. Its net charge is +1. The gap between HOMO and LUMO (spin up / spin down) comes out at 0.2871 / 0.2994 hartree. Its multiplicity is 3. For the LUMO energy (spin up / spin down), the calculation gives -3.03 / -2.84 eV.

Löwdin atomic charge list, values in e, 6 entries: atom 1 (V): 0.59, atom 2 (N): 0.08, atom 3 (C): -0.83, atom 4 (S): 0.65, atom 5 (N): 0.01, atom 6 (N): -0.14

=====

[2]
Formula: C15H27N2O2
Source: the OMol25 dataset
Level of theory: ωB97M-V with the def2-TZVPD basis set

Atoms and positions in Å:
C  -2.28550  1.93642  -2.07396
C  -1.00163  1.78659  -1.25928
C  -1.22970  0.91158  -0.05326
O  -2.16027  0.18987  0.04965
O  -0.31587  0.89315  0.97268
C  0.26517  2.13501  1.32228
C  -0.77226  3.12353  1.83370
N  -1.10410  2.86113  3.25318
C  -1.65696  1.69093  3.56315
C  -1.97234  1.42438  4.89565
C  -1.69175  2.41545  5.81072
C  -1.10342  3.60291  5.37248
N  -0.80803  3.82115  4.10649
H  -2.05978  2.49296  -2.97835
H  -2.68188  0.97518  -2.36934
H  -3.03564  2.49166  -1.52090
H  -0.25081  1.32370  -1.89213
H  -0.67643  2.78173  -0.96931
H  0.85301  2.58796  0.53050
H  0.96138  1.91649  2.12722
H  -1.71213  3.07126  1.29100
H  -0.39694  4.13442  1.74859
H  -1.83639  0.98730  2.76572
H  -2.41445  0.48452  5.17605
H  -1.91720  2.29522  6.85799
H  -0.86577  4.37592  6.08229
C  1.89041  -2.63399  -4.63915
C  2.70863  -2.79503  -3.36081
C  2.15835  -3.86205  -2.41546
C  0.74616  -3.59187  -1.89365
C  0.57905  -2.26501  -1.15696
C  1.43703  -2.14347  0.09811
H  0.86856  -2.31354  -4.42890
H  2.33922  -1.88721  -5.29525
H  1.84219  -3.57483  -5.18977
H  2.77536  -1.83247  -2.84478
H  3.73274  -3.06596  -3.62753
H  2.84474  -3.97697  -1.57194
H  2.15610  -4.82603  -2.93198
H  0.46211  -4.40730  -1.22176
H  0.03565  -3.62702  -2.72340
H  -0.47282  -2.15404  -0.87706
H  0.80606  -1.43247  -1.83204
H  1.20126  -2.93629  0.81051
H  1.25641  -1.18532  0.58847
H  2.50248  -2.19955  -0.12946

The highest occupied orbital energy is -12.609 eV. Its net charge is +1. The gap between HOMO and LUMO comes out at 0.2795 hartree. Its multiplicity is 1. For the LUMO energy, the calculation gives -5.00 eV.

Löwdin atomic charge list, values in e, 6 entries: atom 1 (C): -0.07, atom 2 (C): -0.14, atom 3 (C): -0.51, atom 4 (O): 0.16, atom 5 (O): -0.03, atom 6 (C): -0.15

=====

[3]
Formula: C15H27NO
Source: the OMol25 dataset
Level of theory: ωB97M-V with the def2-TZVPD basis set

Atoms and positions in Å:
C  -0.29595  1.46041  -2.84796
C  0.09040  0.33389  -2.96721
C  0.56239  -1.03262  -3.07221
C  0.79578  -1.64836  -1.68758
C  1.84273  -0.87186  -0.89375
C  2.02598  -1.44017  0.51146
C  3.10611  -0.71505  1.31746
C  2.75570  0.73469  1.65619
C  1.66951  0.85788  2.72965
C  0.84454  2.13859  2.54758
C  0.01119  2.02150  1.28120
O  0.35452  2.47482  0.20902
N  -1.12838  1.31555  1.44728
C  -2.04803  1.02049  0.37008
C  -2.68003  -0.35548  0.56217
C  -3.74990  -0.66546  -0.48542
C  -3.17050  -0.97103  -1.86108
H  -0.60789  2.45498  -2.73180
H  1.49790  -1.03805  -3.63979
H  -0.17513  -1.62426  -3.62355
H  1.11362  -2.68767  -1.80870
H  -0.14593  -1.64725  -1.13406
H  2.79832  -0.90247  -1.42343
H  1.52458  0.16987  -0.83806
H  2.30122  -2.49614  0.43483
H  1.07179  -1.39224  1.04111
H  3.28957  -1.26429  2.24516
H  4.03348  -0.72610  0.74029
H  2.42426  1.24257  0.75146
H  3.65661  1.24665  2.00102
H  0.99758  -0.00143  2.68053
H  2.12541  0.85852  3.72249
H  0.19528  2.29657  3.41108
H  1.51318  2.99373  2.44701
H  -1.39645  1.01801  2.37202
H  -2.83810  1.78290  0.33306
H  -1.47387  1.07201  -0.55815
H  -3.14041  -0.38907  1.55462
H  -1.90249  -1.12172  0.53050
H  -4.43311  0.18363  -0.55752
H  -4.33068  -1.52731  -0.14782
H  -2.54262  -1.85826  -1.81798
H  -2.57031  -0.14330  -2.22880
H  -3.97183  -1.15762  -2.57236

The highest occupied orbital energy is -9.391 eV. The gap between HOMO and LUMO comes out at 0.3783 hartree. Its multiplicity is 1. For the LUMO energy, the calculation gives 0.90 eV.

Löwdin atomic charge list, values in e, 6 entries: atom 1 (C): 0.11, atom 2 (C): -0.16, atom 3 (C): -0.21, atom 4 (C): -0.21, atom 5 (C): -0.21, atom 6 (C): -0.21

=====

[4]
Formula: C15H28AlClN4O9
Source: the OMol25 dataset
Level of theory: ωB97M-V with the def2-TZVPD basis set

Atoms and positions in Å:
C  4.16257  -2.85222  0.09156
C  3.85340  -1.70127  -0.56311
C  3.89851  -0.38116  0.25239
C  3.47898  0.90795  -0.54186
C  3.00182  0.77317  -2.01859
N  4.01624  0.26483  -2.95598
C  3.40753  0.37141  -4.31740
O  4.61301  1.82477  -0.40575
C  4.30815  2.72624  0.60950
O  4.98190  3.19625  1.42618
O  2.94313  2.99198  0.46152
C  2.37595  1.66863  0.30662
C  0.97714  1.97254  -0.31708
C  0.03909  0.71670  -0.40265
N  0.80203  -0.49445  0.08453
N  -0.52224  0.51797  -1.75622
N  -1.13587  0.97741  0.47239
H  3.55074  -3.77209  0.01238
H  5.04171  -2.91374  0.76803
H  3.55405  -1.79029  -1.62446
H  4.94299  -0.22137  0.60700
H  3.26192  -0.53782  1.14497
H  2.09900  0.12532  -2.02504
H  2.74846  1.81522  -2.35254
H  4.80230  0.91910  -2.96191
H  3.22387  -0.63856  -4.75557
H  2.40768  0.87692  -4.29386
H  4.03445  0.98933  -4.99698
H  2.15858  1.25149  1.31457
H  1.02625  2.48818  -1.30202
H  0.48171  2.70405  0.36178
H  0.81716  -1.22233  -0.63639
H  0.29395  -0.83158  0.90921
H  -0.85213  -0.44004  -1.87202
H  0.15942  0.75144  -2.47563
H  -1.70918  0.12983  0.46975
H  -0.73501  1.10902  1.40584
Al  -0.36372  -2.86573  -1.03832
C  -0.23651  -6.13241  1.78838
O  -0.75578  -6.86485  2.62628
O  0.18279  -6.51441  0.65794
O  -0.05333  -4.88769  1.93300
C  -5.34370  2.85563  1.14913
C  -4.56947  1.73628  1.81268
O  -5.41218  0.96389  2.67766
C  -6.20470  0.07829  2.06689
O  -6.25588  -0.12960  0.88042
O  -6.94635  -0.52477  3.00001
C  -7.90873  -1.44202  2.47763
H  -5.85464  3.46369  1.89803
H  -4.67600  3.49412  0.56921
H  -6.10977  2.46199  0.47977
H  -3.78568  2.15993  2.44154
H  -4.08080  1.09375  1.07796
H  -7.44298  -2.16848  1.81281
H  -8.69747  -0.89818  1.95734
H  -8.34683  -1.97243  3.32031
Cl  6.35251  1.82015  -1.71178

The highest occupied orbital energy is -6.535 eV. The gap between HOMO and LUMO comes out at 0.0508 hartree. Its multiplicity is 1. For the LUMO energy, the calculation gives -5.15 eV.

Löwdin atomic charge list, values in e, 6 entries: atom 1 (C): -0.01, atom 2 (C): -0.17, atom 3 (C): -0.09, atom 4 (C): -0.31, atom 5 (C): -0.19, atom 6 (N): -0.12

=====

no.,F_max (eV/A)
1,1.215
2,1.252
3,0.661
4,3.344